Computed, not measured: 2 unconnected molecules or ions with the total composition C2H8N2S at a distorted geometry, with ωB97M-V with the def2-TZVPD basis set.

The geometry in XYZ format:
```
13
Properties=species:S:1:pos:R:3:forces:R:3:lowdin_charge:R:1
C 1.22499 -0.06830 1.18268 2.24 -0.35 -1.79 -0.112
C 0.05509 -0.69399 0.41804 0.32 3.32 1.59 -0.468
N 0.36400 -0.82057 -0.91173 -1.43 -0.58 -1.33 0.044
N -1.13555 0.75103 -1.78148 -0.58 -2.34 -2.81 -0.483
S -1.77582 1.53917 -0.54948 -0.53 -0.44 0.02 0.744
H 1.75642 -0.77491 1.77297 0.24 -1.01 0.64 0.049
H 2.04245 0.26517 0.48576 -0.91 -0.43 0.02 0.088
H 1.17461 0.77438 1.79476 -1.31 1.47 1.14 0.034
H -0.24917 -1.56104 0.91156 -0.79 -1.66 0.68 0.084
H -0.84874 0.07729 0.60890 0.87 -1.14 -0.33 0.027
H -0.24109 -1.59612 -1.23627 0.40 0.43 -0.32 0.051
H -1.79924 0.10118 -2.35335 1.03 1.59 1.68 0.043
H -0.56796 2.00671 -0.34235 0.47 1.13 0.82 -0.101
```
Forces are in eV/Å.

Values from the calculation:
- highest occupied orbital energy (alpha / beta) (eV) = -8.84 / -8.48
- Kohn-Sham gap (alpha / beta) (Eh) = 0.31680 / 0.31354
- ΔE to the lowest compared entry with this formula, charge and spin (eV) = 4.3265